(1)
DFT (wB97M-V/def2-TZVPD) results for C31H31N4O3RuS as an isolated structure.

Output
frontier orbital gap (spin up / spin down) = 6.6 / 6.0 eV
ΔE to the lowest compared entry with this formula, charge and spin = 441.1 kJ/mol
total charge = -1
2S+1 = 5
LUMO energy (spin up / spin down) = 2.75 / 1.84 eV
⟨S²⟩ = 6.0473

Last column: Mulliken spin population.
Element x y z (Å)
1 Ru -0.77083 -0.07994 -0.40087  2.24
2 O 2.49279 0.93073 2.10619  0.10
3 C 1.60283 1.02267 1.25619  0.04
4 N 0.81377 -0.00385 0.84568  0.05
5 C 1.06058 -1.29682 1.49546  0.01
6 C 0.76259 -2.39641 0.52770  0.04
7 C 1.39061 -3.63266 0.55993  0.00
8 C 1.04492 -4.59421 -0.37059  0.01
9 C 0.08653 -4.29494 -1.32289  0.00
10 C -0.48917 -3.03812 -1.31502  0.00
11 N -0.16788 -2.11325 -0.40338  -0.02
12 C 1.32038 2.36153 0.66420  0.47
13 C 1.67735 3.54393 1.34451  -0.13
14 C 1.03276 4.72458 1.10220  0.41
15 C -0.06530 4.77927 0.07949  -0.04
16 C 0.15920 3.76575 -1.03524  0.05
17 N 0.58748 2.45908 -0.50885  0.17
18 H 0.36428 -1.42087 2.32368  0.00
19 H 2.06949 -1.36941 1.88303  0.00
20 H 2.14590 -3.81760 1.31542  0.00
21 H 1.52965 -5.56554 -0.36240  0.00
22 H -0.21586 -5.01432 -2.07519  0.00
23 H -1.22221 -2.73294 -2.04250  -0.01
24 H 2.42758 3.44952 2.12115  0.01
25 H 1.29092 5.61456 1.67048  0.01
26 H -0.18321 5.78264 -0.33059  0.00
27 H 0.68106 4.07021 -1.94021  0.00
28 O -3.37338 0.52670 -0.98819  0.13
29 C -2.86517 -0.55011 -1.32232  -0.07
30 O -1.88017 -0.61550 -2.19484  0.00
31 C -3.39721 -1.82951 -0.73212  0.07
32 C -4.05821 -2.74664 -1.54297  -0.01
33 C -4.58283 -3.91884 -1.00927  0.01
34 C -4.41786 -4.16448 0.35018  0.00
35 C -3.73476 -3.26162 1.15690  -0.03
36 C -3.20392 -2.06802 0.64288  -0.03
37 S -2.28197 -0.95501 1.64903  0.22
38 H -4.16146 -2.53349 -2.60348  0.00
39 H -5.10803 -4.62662 -1.64139  0.00
40 H -4.80990 -5.07817 0.78348  0.00
41 H -3.58365 -3.47676 2.20884  0.00
42 C -3.25890 1.69042 -3.74557  0.00
43 C -2.04169 2.59134 -3.48078  0.00
44 C -0.74666 1.78950 -3.62588  -0.10
45 C -2.20129 3.38229 -2.16774  0.03
46 C -3.08986 4.37609 -2.14038  0.00
47 C -3.31123 5.27707 -0.99281  0.01
48 C -2.60112 5.18468 0.12511  -0.03
49 C -1.52881 4.15394 0.32072  0.11
50 C -1.75795 3.40890 1.65373  0.00
51 C -3.11054 2.69518 1.67375  0.00
52 C -1.64616 4.33413 2.86886  0.00
53 C -1.29324 3.21022 -0.98065  -0.05
54 N -0.74214 1.87730 -0.58619  0.27
55 H -3.13041 1.15037 -4.69251  0.00
56 H -4.17477 2.28509 -3.80853  0.00
57 H -3.37559 0.96419 -2.93939  0.01
58 H -2.03015 3.35381 -4.26242  0.00
59 H -0.68269 1.00086 -2.88327  0.07
60 H 0.14382 2.41981 -3.55194  0.00
61 H -0.73485 1.31513 -4.61217  0.00
62 H -3.67200 4.56491 -3.04226  0.00
63 H -4.08429 6.03540 -1.08049  0.00
64 H -2.79677 5.85938 0.95565  0.01
65 H -0.98128 2.65427 1.74902  -0.02
66 H -3.92755 3.42669 1.60132  0.00
67 H -3.23093 2.13846 2.60807  0.00
68 H -3.21750 1.97781 0.86295  0.00
69 H -2.47203 5.05348 2.90838  0.00
70 H -0.70260 4.88632 2.89603  -0.01
71 H -1.70432 3.73090 3.78055  0.00

=====

(2)
DFT (wB97M-V/def2-TZVPD) results for C31H32Br2Cl2N5OPdS2 as an isolated structure.

Output
frontier orbital gap (spin up / spin down) = 2.6 / 4.8 eV
ΔE to the lowest compared entry with this formula, charge and spin = 38.9 kJ/mol
total charge = +1
2S+1 = 5
LUMO energy (spin up / spin down) = -3.69 / -6.23 eV
⟨S²⟩ = 6.0378

Last column: Mulliken spin population.
Element x y z (Å)
1 Pd 8.96987 11.29429 14.72258  1.51
2 Br 11.18934 6.33961 10.71312  0.00
3 C 10.52885 7.69958 11.88942  0.00
4 C 10.08060 7.39583 13.12827  0.02
5 C 9.68730 8.43273 13.97465  0.01
6 N 9.85065 9.72212 13.53239  0.15
7 C 10.39196 9.99674 12.33479  0.01
8 C 10.70521 8.94937 11.45028  0.01
9 C 10.30362 11.48726 12.02328  0.05
10 C 10.54262 11.89745 10.74276  -0.02
11 C 10.33919 13.20358 10.41719  0.02
12 Br 10.66839 13.73446 8.65145  0.00
13 C 9.85057 14.11305 11.35319  0.02
14 C 9.52939 13.55754 12.60119  -0.02
15 N 9.76904 12.28482 12.96614  0.20
16 H 9.96983 6.38802 13.45996  0.01
17 H 9.58200 9.11719 15.82233  -0.02
18 H 11.01699 9.02753 10.38242  0.00
19 H 10.90282 11.23915 9.97512  0.00
20 H 9.62537 15.14156 11.12656  0.00
21 H 9.15704 14.10918 13.41583  0.01
22 Cl 7.76469 13.63788 15.79414  0.05
23 C 6.36498 13.75114 14.75164  0.06
24 C 5.49990 14.76269 15.02656  -0.04
25 C 4.31523 14.89604 14.31673  0.12
26 C 4.02818 13.99578 13.32339  -0.05
27 C 4.87128 12.91126 13.05845  0.11
28 Cl 4.47515 11.74968 11.77904  0.02
29 C 6.07374 12.73166 13.77584  0.01
30 S 6.92642 11.18841 13.56448  0.80
31 H 5.75165 15.48532 15.74162  0.00
32 H 3.59872 15.72094 14.58531  0.00
33 H 3.09242 14.05323 12.84283  0.00
34 C 10.67144 13.47986 22.24058  0.01
35 C 11.22521 13.36844 20.80750  0.01
36 C 10.64407 12.18677 20.14511  -0.03
37 N 11.14968 12.00164 18.73456  0.11
38 C 10.57408 11.38187 17.69819  0.25
39 S 11.06132 11.55958 16.07367  0.24
40 N 9.50208 10.58428 18.01219  0.00
41 C 9.17272 9.93461 19.26385  0.01
42 O 8.04684 10.04115 19.68720  0.09
43 C 10.13351 9.02463 19.94417  -0.01
44 C 11.21360 8.49706 19.23727  0.05
45 C 11.95583 7.45971 19.73242  -0.01
46 C 11.68839 7.01421 20.99911  0.02
47 C 10.63222 7.52923 21.74905  -0.01
48 C 9.81310 8.47180 21.17775  0.03
49 H 11.22181 14.27910 22.67496  0.00
50 H 10.69058 12.53553 22.77774  0.00
51 H 9.62322 13.79898 22.15552  0.00
52 H 12.30354 13.28363 20.81981  0.00
53 H 11.00414 14.26088 20.27451  0.00
54 H 9.58162 12.27972 20.07901  0.00
55 H 10.94449 11.32018 20.69280  0.00
56 H 11.94656 12.56438 18.41935  0.00
57 H 8.70548 10.59017 17.32971  0.11
58 H 11.37065 8.77984 18.22126  -0.01
59 H 12.69396 7.00257 19.04479  0.00
60 H 12.26909 6.22991 21.41727  0.00
61 H 10.44966 7.01008 22.71217  0.00
62 H 8.88211 8.71840 21.68794  0.00
63 C 7.69818 6.47015 14.75390  0.01
64 C 8.14876 7.54269 15.79812  -0.04
65 C 6.92427 8.39714 16.17868  0.08
66 C 8.66904 6.79743 17.04133  0.01
67 N 9.23027 8.33086 15.26184  0.04
68 H 6.79521 5.99685 15.04859  0.00
69 H 8.48277 5.76426 14.55707  0.00
70 H 7.38044 7.00905 13.81139  0.00
71 H 6.07111 7.75760 16.30991  0.00
72 H 6.67196 8.97840 15.26901  -0.03
73 H 7.08480 8.98271 17.04843  0.00
74 H 7.88512 6.25336 17.61632  0.00
75 H 9.07526 7.51366 17.80725  0.00
76 H 9.44585 6.06572 16.83094  0.00

=====

(3)
DFT (wB97M-V/def2-TZVPD) results for a 16-piece molecular cluster, C31H32BrCl45F2N3O3PS overall.

Output
frontier orbital gap = 8.3 eV
2S+1 = 1
LUMO energy = -1.12 eV

Last column: Löwdin charge in e.
Element x y z (Å)
1 C 5.74535 -1.28809 -1.04328  -0.08
2 C 4.21893 -1.34834 -1.07369  -0.17
3 C 3.66116 -1.37522 0.35813  -0.29
4 F 3.57303 -2.69286 0.77757  0.00
5 C 2.33648 -0.66935 0.53396  -0.08
6 C 2.34016 0.69560 0.96783  -0.08
7 P 3.90109 1.57610 1.22777  0.48
8 O 4.71955 0.96071 2.26471  -0.30
9 O 4.60833 1.56140 -0.20963  -0.11
10 O 3.64554 3.12618 1.50225  -0.14
11 C 1.14155 1.29892 1.18659  -0.17
12 N 1.05376 2.65979 1.64122  -0.01
13 C 0.81138 2.86346 2.82085  -0.73
14 S 0.60930 3.18374 4.31950  0.80
15 C -0.06865 0.63204 0.98134  -0.14
16 N -1.23396 1.30321 1.25789  0.22
17 C -2.30269 0.63251 1.05499  -0.33
18 F -3.45104 1.24554 1.29808  0.08
19 C -2.32943 -0.69777 0.54169  -0.26
20 C -3.64707 -1.36904 0.28342  -0.59
21 Br -4.58414 -1.55434 1.99656  0.79
22 C -4.43658 -0.60125 -0.77692  -0.26
23 C -5.92728 -0.99092 -0.82149  -0.14
24 N -1.24050 -1.34815 0.28620  0.24
25 C -0.06916 -0.66431 0.52036  -0.14
26 C 1.16274 -1.31542 0.29597  -0.13
27 C 1.10799 -2.72152 -0.21336  -0.01
28 H 6.13187 -0.93439 -1.99083  0.07
29 H 6.09596 -0.57804 -0.30484  0.06
30 H 6.17837 -2.24747 -0.78788  0.08
31 H 3.84361 -0.45506 -1.55254  0.09
32 H 3.94889 -2.25769 -1.59505  0.11
33 H 4.41465 -0.94252 1.00026  0.11
34 H 4.02041 2.00406 -0.83759  0.10
35 H 3.96961 3.64558 0.75353  0.01
36 H -3.45283 -2.36539 -0.09486  0.04
37 H -4.41064 0.46848 -0.61154  0.09
38 H -4.00787 -0.79099 -1.75467  0.12
39 H -6.44222 -0.42209 -0.05671  0.06
40 H -6.37819 -0.75701 -1.77668  0.01
41 H -6.03987 -2.03188 -0.55409  0.02
42 H 1.08880 -3.44416 0.59388  0.10
43 H 0.20453 -2.86980 -0.78607  0.07
44 H 1.93373 -2.94352 -0.86908  0.07
45 C -0.52731 3.90901 0.14493  -1.52
46 Cl -0.99392 5.19776 1.26362  0.57
47 Cl -1.87085 3.31755 -0.84063  0.55
48 Cl 0.78660 4.46743 -0.90110  0.54
49 H -0.16022 3.07530 0.73086  -0.09
50 C 6.31027 4.81499 1.89335  -1.51
51 Cl 7.35864 3.41535 1.77656  0.56
52 Cl 7.11354 6.14534 2.72391  0.56
53 Cl 5.76063 5.33139 0.28344  0.58
54 H 5.43500 4.53412 2.46417  0.00
55 C -4.79672 -4.14541 -5.52335  -1.52
56 Cl -5.94055 -2.92253 -4.94635  0.47
57 Cl -3.29007 -4.08255 -4.60752  0.52
58 Cl -5.51186 -5.74740 -5.43583  0.51
59 H -4.56460 -3.92662 -6.55654  0.02
60 C -2.87374 3.04880 -4.54810  -1.54
61 Cl -4.01000 4.01424 -5.49192  0.54
62 Cl -3.67560 2.30172 -3.17259  0.49
63 Cl -2.10748 1.81305 -5.54546  0.53
64 H -2.10056 3.70622 -4.17132  0.01
65 C -5.77617 1.23633 4.56405  -1.55
66 Cl -6.50935 2.66825 5.29635  0.53
67 Cl -4.21341 0.89203 5.30528  0.45
68 Cl -6.83266 -0.16775 4.72510  0.52
69 H -5.62834 1.43403 3.51006  0.00
70 C -4.74375 -5.09355 0.54535  -1.55
71 Cl -3.14848 -5.67165 1.02399  0.54
72 Cl -4.69445 -4.41213 -1.08660  0.56
73 Cl -5.93905 -6.38387 0.64350  0.54
74 H -5.03532 -4.30543 1.22834  -0.04
75 C -3.02999 4.66343 5.47653  -1.53
76 Cl -1.44200 5.00634 6.16818  0.51
77 Cl -3.83611 6.15906 5.00179  0.54
78 Cl -2.90019 3.56236 4.10997  0.49
79 H -3.63208 4.18280 6.23716  0.00
80 C 8.60272 0.36216 4.59481  -1.52
81 Cl 7.13452 0.87152 3.77505  0.56
82 Cl 9.44931 -0.86989 3.64569  0.53
83 Cl 9.66328 1.73890 4.91352  0.50
84 H 8.33001 -0.07647 5.54507  0.01
85 C -0.43856 -0.59366 5.38286  -1.54
86 Cl -1.35933 -1.54044 4.21344  0.54
87 Cl -1.53517 0.32161 6.41675  0.50
88 Cl 0.62494 -1.62022 6.34089  0.55
89 H 0.17363 0.11036 4.83530  -0.02
90 C -3.42854 -9.60569 -5.72852  -1.55
91 Cl -4.34529 -10.53531 -4.54244  0.52
92 Cl -4.34266 -9.43392 -7.22888  0.52
93 Cl -2.99090 -8.02605 -5.08201  0.50
94 H -2.51850 -10.14605 -5.94901  0.01
95 C -7.58810 1.38840 -4.23750  -1.52
96 Cl -9.33095 1.55685 -4.44957  0.54
97 Cl -7.11023 2.00544 -2.64783  0.52
98 Cl -7.07399 -0.28165 -4.49842  0.49
99 H -7.09218 1.98683 -4.99017  0.01
100 C -9.64247 -4.51532 -3.90459  -1.55
101 Cl -8.57273 -5.87431 -3.56115  0.51
102 Cl -9.15223 -3.08444 -2.99661  0.51
103 Cl -9.68251 -4.17233 -5.63541  0.52
104 H -10.64145 -4.78514 -3.59173  0.01
105 C 1.39237 0.58637 -5.06361  -1.57
106 Cl 3.13434 0.32221 -4.98004  0.53
107 Cl 0.62031 -0.65369 -6.05407  0.52
108 Cl 0.69053 0.62562 -3.44448  0.50
109 H 1.21802 1.54660 -5.52982  0.00
110 C 8.40337 7.39502 -1.19441  -1.58
111 Cl 9.45860 5.98770 -1.31864  0.52
112 Cl 9.21052 8.71090 -0.34154  0.52
113 Cl 7.86666 7.91963 -2.79252  0.52
114 H 7.52950 7.11206 -0.62498  -0.06
115 C 12.71163 -0.67272 5.50580  -1.56
116 Cl 12.87661 0.42171 4.13353  0.51
117 Cl 14.26822 -1.39741 5.91583  0.52
118 Cl 12.02877 0.16247 6.90337  0.51
119 H 12.03339 -1.46638 5.22316  -0.01